1.
55
Properties=species:S:1:pos:R:3 method="wB97M-V/def2-TZVPD" e_lumo_ev=-2.820 max_force_ha_per_bohr=0.0811 multiplicity=1 total_charge=+1
La 15.4585 8.4014 6.0210
C 20.5014 8.3927 5.8648
O 19.6922 7.1684 5.9304
C 18.4190 7.2490 5.6110
O 17.8152 8.2789 5.2175
N 17.7030 6.1096 5.9438
N 16.4449 5.9470 5.2820
H 21.5224 8.0243 5.8066
H 20.3525 8.9883 6.7773
H 20.2570 8.9994 4.9916
H 18.2909 5.2588 6.0886
H 15.8081 5.4629 5.9200
H 16.4758 5.4907 4.3621
C 13.7892 6.1693 7.9482
O 14.4620 7.0966 7.1466
H 13.5039 6.6237 8.9346
H 14.4088 5.2754 8.1398
H 12.8442 5.7777 7.5164
N 13.1538 9.2497 5.3383
S 12.5010 9.9476 6.6323
C 12.5542 11.7243 6.4126
C 13.6265 12.3256 7.0562
C 13.9030 13.6895 6.8307
C 13.0583 14.4203 6.0402
C 11.9339 13.8288 5.4334
C 11.6994 12.4605 5.5935
C 10.7461 9.6691 6.6826
C 9.8872 10.6353 7.2697
C 8.5010 10.4478 7.1741
C 8.0328 9.2682 6.5811
C 8.8745 8.2595 6.1465
C 10.2509 8.4747 6.1730
H 12.6601 9.6139 4.5291
H 14.3068 11.7127 7.6237
H 14.8052 14.1259 7.2759
H 13.2714 15.4922 5.8209
H 11.2067 14.4555 4.8721
H 10.8098 12.0291 5.0814
H 10.2491 11.5377 7.7921
H 7.7908 11.1736 7.5708
H 6.9554 9.1216 6.4583
H 8.4147 7.3174 5.8149
H 10.9372 7.7218 5.7634
F 18.8282 13.9082 3.1336
C 18.4169 13.1281 4.1435
C 19.2575 12.9223 5.2476
F 20.4872 13.4519 5.2174
C 18.8613 12.0722 6.3052
F 19.7934 11.8137 7.2361
C 17.6021 11.4543 6.3636
S 16.7820 10.6620 7.6296
C 16.9309 11.5383 5.1327
F 15.9519 10.5734 4.8703
C 17.2092 12.3967 4.0860
F 16.4146 12.4389 2.9946


2.
48
Properties=species:S:1:pos:R:3 method="wB97M-V/def2-TZVPD" e_lumo_ev=4.745 max_force_ha_per_bohr=0.1079 multiplicity=1 total_charge=-2
Tl 0.6998 0.3083 0.3080
C 0.7592 -0.2573 3.3431
C -0.6274 0.0550 3.1856
C -1.2821 -1.0968 2.6473
H -1.1074 0.9891 3.4684
C -0.3044 -2.1322 2.5027
C 0.9497 -1.6203 2.9526
H 1.8800 -2.1816 3.0270
H 1.5257 0.4198 3.7167
H -2.3427 -1.1800 2.4288
H -0.4957 -3.1460 2.1585
C 2.8881 -0.5150 -1.7068
C 3.2640 -1.3699 -0.6236
C 2.3818 -2.4957 -0.6265
H 4.0984 -1.2135 0.0543
C 1.4865 -2.3470 -1.7293
C 1.8004 -1.1290 -2.3974
H 1.3266 -0.7588 -3.3120
H 3.3763 0.4266 -1.9715
H 2.4159 -3.3319 0.0641
H 0.7290 -3.0739 -2.0365
O -1.5375 1.8187 0.1034
C -3.1409 -2.2281 -1.9629
C -3.7059 -1.0499 -1.5670
C -2.6630 -3.0711 -0.8314
C -2.3288 -2.0870 -3.1968
C -2.5927 1.3388 -0.3636
H -4.1762 -0.9276 -0.5753
H -3.8409 -0.2208 -2.2854
H -2.9647 1.3286 -1.4583
H -3.1842 0.5941 0.2596
H -3.0936 -4.0924 -0.8213
H -2.9309 -2.5702 0.1163
H -1.5673 -3.1362 -0.8925
H -2.8075 -2.4984 -4.1068
H -1.3553 -2.5650 -3.0326
H -2.1751 -0.9984 -3.3766
F -0.7426 3.8615 -0.1641
C 0.5174 3.7284 0.3068
C 1.2734 2.5998 0.6039
C 2.5646 2.8201 1.0651
F 3.4332 1.7783 1.3009
C 3.0579 4.1211 1.2630
F 4.2900 4.3228 1.7649
C 2.2822 5.2322 0.9145
F 2.7440 6.4908 1.0086
C 1.0120 5.0240 0.4312
F 0.2110 6.0361 0.0426


For reference, HOMO level by record: -0.3739; -0.0235 hartree.
For reference, energy relative to the best compared isomer or geometry (same formula, charge and spin) by record: 0.00; 36.44 kcal per mole.
For reference, gap between HOMO and LUMO by record: 7.35; 5.39 eV.